Version P
The following is a quantum chemistry calculation of a molecular structure, C29H38BrN5O8P2S2Tc, from the OMol25 dataset.

XYZ file:
```
86
Properties=species:S:1:pos:R:3
Tc 0.340 -0.109 -0.118
C 0.484 -4.607 2.747
C 0.061 -3.165 2.832
C -0.785 -2.678 3.823
C -1.199 -1.361 3.801
C -0.807 -0.549 2.760
Br -1.460 1.212 2.752
N 0.022 -0.984 1.791
C 0.457 -2.273 1.868
H 0.271 -5.135 3.674
H 1.548 -4.703 2.524
H -0.069 -5.086 1.936
H -1.126 -3.338 4.613
H -1.855 -0.958 4.558
H 1.121 -2.604 1.085
S 0.687 2.248 0.406
C 2.361 2.429 0.250
N 2.936 3.542 -0.099
C 4.399 3.666 0.036
C 4.844 2.948 1.275
N 4.387 1.549 1.213
C 5.255 0.540 1.848
C 6.453 0.193 0.994
C 7.683 0.012 1.612
C 8.790 -0.368 0.865
C 8.674 -0.556 -0.504
C 7.449 -0.361 -1.128
C 6.339 0.009 -0.382
C 3.241 1.276 0.666
S 2.709 -0.305 0.415
C 2.204 4.725 -0.633
C 2.351 5.917 0.282
C 1.674 5.939 1.500
C 1.826 7.017 2.360
C 2.653 8.077 2.006
C 3.323 8.062 0.791
C 3.174 6.981 -0.070
H 4.644 4.720 0.114
H 4.881 3.254 -0.854
H 4.448 3.421 2.176
H 5.930 2.947 1.328
H 4.653 -0.339 2.069
H 5.592 0.969 2.791
H 7.785 0.165 2.683
H 9.743 -0.513 1.357
H 9.538 -0.851 -1.087
H 7.356 -0.503 -2.198
H 5.384 0.149 -0.881
H 1.164 4.445 -0.748
H 2.627 4.939 -1.615
H 1.013 5.118 1.768
H 1.291 7.037 3.302
H 2.768 8.920 2.676
H 3.958 8.894 0.509
H 3.687 6.980 -1.029
O -3.945 -0.496 -0.886
P -2.628 -1.112 -0.284
O -2.751 -1.792 1.000
O -1.598 0.082 -0.341
O -2.109 -2.065 -1.484
P -0.755 -2.952 -1.333
O -0.430 -3.260 -2.852
O -0.844 -4.104 -0.448
O 0.333 -1.880 -0.959
H -4.751 -0.845 -0.469
H -0.621 -4.188 -3.078
C 1.540 -0.040 -5.416
N 1.421 -0.350 -3.990
C 2.631 -0.861 -3.354
C 0.459 0.188 -3.216
O 0.768 0.557 -2.018
N -0.776 0.311 -3.686
C -1.305 -0.544 -4.754
C -1.762 1.183 -3.050
H 2.527 0.388 -5.597
H 0.795 0.694 -5.712
H 1.432 -0.930 -6.036
H 3.060 -1.626 -3.998
H 2.388 -1.312 -2.398
H 3.372 -0.069 -3.204
H -0.643 -1.386 -4.931
H -1.454 0.013 -5.679
H -2.271 -0.930 -4.425
H -1.277 1.873 -2.369
H -2.502 0.601 -2.505
H -2.274 1.749 -3.828
```

Orbital gap (alpha / beta) in eV: 7.27 / 6.84
2S+1: 4
Total charge: +2
Lowest unoccupied orbital energy (alpha / beta) in eV: -6.74 / -7.18

Version Q
The following is a quantum chemistry calculation of a molecular structure, C29H38BrN5O8P2S2Tc, from the OMol25 dataset.

XYZ file:
```
86
Properties=species:S:1:pos:R:3
Tc 1.087 0.624 -1.270
C 2.488 5.782 -1.092
C 3.009 4.412 -0.861
C 4.377 4.147 -0.779
C 4.801 2.844 -0.647
C 3.857 1.830 -0.655
Br 4.484 0.072 -0.543
N 2.540 2.053 -0.707
C 2.144 3.332 -0.780
H 3.262 6.529 -0.937
H 1.637 6.001 -0.452
H 2.147 5.837 -2.128
H 5.093 4.953 -0.825
H 5.847 2.588 -0.579
H 1.076 3.502 -0.799
S 1.500 -1.318 0.148
C 0.246 -1.252 1.299
N -0.305 -2.319 1.845
C -1.177 -2.128 2.990
C -0.642 -0.989 3.851
N -0.521 0.210 3.043
C -0.670 1.488 3.701
C -2.102 1.961 3.865
C -2.483 2.619 5.029
C -3.753 3.161 5.144
C -4.660 3.032 4.105
C -4.293 2.356 2.952
C -3.021 1.823 2.832
C -0.171 0.071 1.772
S -0.187 1.358 0.663
C -0.112 -3.672 1.360
C 0.510 -4.537 2.428
C 1.854 -4.378 2.747
C 2.420 -5.149 3.746
C 1.647 -6.070 4.435
C 0.309 -6.233 4.113
C -0.262 -5.465 3.114
H -1.195 -3.057 3.564
H -2.194 -1.897 2.650
H 0.339 -1.254 4.266
H -1.332 -0.793 4.674
H -0.128 2.234 3.113
H -0.200 1.410 4.685
H -1.787 2.732 5.847
H -4.024 3.696 6.042
H -5.646 3.461 4.187
H -4.992 2.255 2.135
H -2.741 1.312 1.923
H 0.527 -3.632 0.477
H -1.094 -4.076 1.094
H 2.451 -3.663 2.201
H 3.464 -5.027 3.991
H 2.084 -6.656 5.229
H -0.296 -6.950 4.644
H -1.304 -5.603 2.861
O 3.535 0.065 -4.840
P 2.889 1.010 -3.764
O 3.728 2.093 -3.246
O 2.345 0.055 -2.683
O 1.565 1.509 -4.530
P 0.609 2.608 -3.810
O -0.692 2.441 -4.692
O 1.173 3.949 -3.719
O 0.242 1.974 -2.460
H 4.317 0.443 -5.241
H -0.777 3.169 -5.307
C -3.410 -1.714 -3.399
N -2.473 -0.744 -2.859
C -2.997 0.091 -1.796
C -1.132 -0.902 -2.947
O -0.434 -0.677 -1.910
N -0.601 -1.354 -4.089
C -1.249 -1.208 -5.375
C 0.749 -1.867 -4.160
H -4.032 -2.088 -2.583
H -2.891 -2.565 -3.831
H -4.067 -1.275 -4.150
H -3.966 0.474 -2.111
H -2.320 0.930 -1.629
H -3.115 -0.466 -0.861
H -2.088 -0.524 -5.313
H -1.589 -2.169 -5.766
H -0.526 -0.801 -6.080
H 1.126 -2.098 -3.166
H 1.421 -1.150 -4.636
H 0.751 -2.779 -4.760
```

Orbital gap (alpha / beta) in eV: 6.71 / 6.32
2S+1: 4
Total charge: +2
Lowest unoccupied orbital energy (alpha / beta) in eV: -7.11 / -7.52

Result of the stability comparison: version P is the most stable of them.

Version P
The following is a quantum chemistry calculation of C2H4ClFN2 in the gas phase, from the OMol25 dataset.

XYZ file:
```
10
Properties=species:S:1:pos:R:3
C 0.177 0.036 -0.183
C 1.497 0.346 0.391
H -2.077 -0.462 -1.114
H -2.836 -0.453 0.431
H 0.133 0.172 -1.265
H 1.440 0.420 1.470
N -2.019 -0.425 -0.114
N -0.858 -0.187 0.523
F 1.887 1.506 -0.121
Cl 2.657 -0.953 -0.018
```

Orbital gap in eV: 10.22
SMILES: N/N=C/[C@H](F)Cl
Lowest unoccupied orbital energy in eV: 1.06

Version Q
The following is a quantum chemistry calculation of C2H4ClFN2 in the gas phase, from the OMol25 dataset.

XYZ file:
```
10
Properties=species:S:1:pos:R:3
C 0.084 -0.028 0.910
C -1.166 0.597 0.314
H 0.876 -0.176 -1.733
H 2.407 -0.728 -0.979
H 0.043 -0.250 2.010
H -1.750 1.175 1.091
N 1.453 -0.581 -0.924
N 1.125 -0.486 0.413
F -0.795 1.266 -0.766
Cl -2.277 -0.788 -0.337
```

Orbital gap in eV: 9.98
SMILES: N/N=C\[C@@H](F)Cl
Lowest unoccupied orbital energy in eV: 0.73

Result of the stability comparison: version P is the most stable of them.

Version P
The following is a quantum chemistry calculation of CH2N2OS in the gas phase, from the OMol25 dataset.

XYZ file:
```
7
Properties=species:S:1:pos:R:3
C 0.192 0.042 0.237
N 1.038 0.171 1.205
N 1.714 1.146 1.605
O 2.360 1.881 0.639
S 1.814 1.974 -0.916
H -0.109 -1.039 0.018
H -0.223 0.968 -0.212
```

Orbital gap (alpha / beta) in eV: 6.87 / 7.61
Lowest unoccupied orbital energy (alpha / beta) in eV: -1.76 / -1.35

Version Q
The following is a quantum chemistry calculation of 2 unconnected molecules or ions with the total composition CH2N2OS, from the OMol25 dataset.

XYZ file:
```
7
Properties=species:S:1:pos:R:3
C -0.877 -0.720 -0.993
N -0.811 -1.860 -0.921
N 0.998 0.320 1.507
O -0.026 1.132 -2.302
S -0.841 0.947 -1.113
H 0.495 0.919 2.133
H 1.061 -0.739 1.689
```

Orbital gap (alpha / beta) in eV: 9.54 / 8.62
Lowest unoccupied orbital energy (alpha / beta) in eV: -2.07 / -1.15

Result of the stability comparison: version Q is the most stable of them.

Version P
The following is a quantum chemistry calculation of 2 unconnected molecules or ions with the total composition C3H12N2, from the OMol25 dataset.

XYZ file:
```
17
Properties=species:S:1:pos:R:3
C 1.403 0.968 -2.457
C 0.033 0.654 -3.005
H 1.403 1.651 -1.597
H 2.063 1.487 -3.155
H 1.884 0.169 -1.890
H -0.351 1.381 -3.711
H 0.010 -0.342 -3.446
H -0.708 0.582 -2.211
N -0.846 0.128 1.630
C -0.369 -1.131 2.186
N -0.888 -1.388 3.520
H -0.396 0.270 0.720
H -0.480 0.951 2.109
H -0.724 -1.944 1.563
H 0.722 -1.188 2.246
H -0.922 -0.519 4.037
H -1.836 -1.731 3.460
```

Orbital gap in eV: 10.38
SMILES: NCN.CC
Lowest unoccupied orbital energy in eV: 0.88

Version Q
The following is a quantum chemistry calculation of 2 unconnected molecules or ions with the total composition C3H12N2, from the OMol25 dataset.

XYZ file:
```
17
Properties=species:S:1:pos:R:3
C 3.072 1.242 -0.678
C 4.042 1.614 0.596
H 3.197 0.208 -1.070
H 2.109 1.480 -0.372
H 3.174 2.103 -1.418
H 3.745 1.040 1.456
H 3.907 2.656 0.800
H 5.116 1.314 0.435
N -3.212 -0.990 0.983
C -2.456 -1.552 -0.208
N -1.683 -0.417 -0.823
H -3.862 -1.739 1.209
H -2.643 -1.014 1.844
H -3.109 -2.115 -0.939
H -1.836 -2.300 0.385
H -1.379 0.288 -0.179
H -2.110 0.105 -1.519
```

Orbital gap in eV: 10.26
SMILES: NCN.CC
Lowest unoccupied orbital energy in eV: 1.02

Result of the stability comparison: version P is the most stable of them.

Version P
The following is a quantum chemistry calculation of a molecular structure, C36H27Cl2FNO2PTi, from the OMol25 dataset.

XYZ file:
```
71
Properties=species:S:1:pos:R:3
Ti -1.103 0.583 0.780
C 0.607 -2.569 2.727
P -0.461 -2.039 1.356
C -1.835 -3.230 1.427
C -2.061 -4.220 0.479
C -3.192 -5.024 0.564
C -4.101 -4.848 1.594
C -3.877 -3.866 2.552
C -2.756 -3.059 2.462
C 0.459 -2.451 -0.158
C -0.143 -2.191 -1.393
C 0.554 -2.394 -2.573
C 1.865 -2.852 -2.535
C 2.470 -3.108 -1.315
C 1.771 -2.907 -0.132
H 0.861 -3.622 2.610
H 0.062 -2.432 3.661
H 1.513 -1.964 2.762
H -1.361 -4.370 -0.332
H -3.361 -5.789 -0.184
H -4.986 -5.470 1.651
H -4.585 -3.720 3.357
H -2.612 -2.268 3.191
H -1.169 -1.841 -1.433
H 0.074 -2.193 -3.522
H 2.415 -3.004 -3.454
H 3.494 -3.456 -1.278
H 2.272 -3.089 0.809
Cl 3.875 6.011 3.321
C 3.321 4.520 2.624
C 1.973 4.212 2.670
C 1.535 3.029 2.095
C 2.437 2.163 1.495
C 3.794 2.483 1.479
C 4.242 3.666 2.035
C 2.036 0.882 0.855
O 2.815 0.039 0.501
O 0.709 0.692 0.715
H 1.277 4.892 3.140
H 0.482 2.794 2.134
H 4.485 1.797 1.010
H 5.290 3.931 2.016
F -1.710 1.216 2.299
N -9.869 -3.995 -0.818
C -8.852 -3.473 -0.698
C -7.572 -2.826 -0.546
C -6.641 -2.888 -1.579
C -5.412 -2.272 -1.432
C -5.103 -1.589 -0.253
C -6.045 -1.531 0.776
C -7.275 -2.144 0.631
C -3.814 -0.988 -0.090
C -2.717 -0.479 0.040
H -6.882 -3.420 -2.489
H -4.679 -2.321 -2.224
H -5.799 -1.005 1.688
H -8.008 -2.101 1.425
Cl 3.381 5.151 -2.407
C 1.950 4.265 -1.956
C 0.922 4.912 -1.299
C -0.201 4.187 -0.920
C -0.315 2.825 -1.183
C -1.501 2.046 -0.705
C 0.730 2.211 -1.876
C 1.858 2.914 -2.259
H 1.002 5.968 -1.077
H -1.000 4.696 -0.392
H -1.991 1.525 -1.529
H -2.247 2.706 -0.252
H 0.678 1.150 -2.097
H 2.669 2.420 -2.776
```

Orbital gap in eV: 7.50
Lowest unoccupied orbital energy in eV: -0.79

Version Q
The following is a quantum chemistry calculation of a molecular structure, C36H27Cl2FNO2PTi, from the OMol25 dataset.

XYZ file:
```
71
Properties=species:S:1:pos:R:3
Ti -0.047 0.700 0.228
C -0.313 -0.611 4.128
P -0.957 0.470 2.813
C -0.721 2.129 3.553
C -1.729 3.085 3.592
C -1.467 4.362 4.075
C -0.195 4.699 4.515
C 0.821 3.752 4.474
C 0.559 2.478 3.991
C -2.761 0.229 2.870
C -3.534 0.671 1.795
C -4.914 0.524 1.811
C -5.537 -0.082 2.894
C -4.775 -0.535 3.960
C -3.395 -0.378 3.949
H -0.633 -0.246 5.101
H 0.775 -0.630 4.090
H -0.670 -1.630 3.971
H -2.726 2.838 3.249
H -2.263 5.096 4.104
H 0.008 5.697 4.882
H 1.818 4.007 4.812
H 1.364 1.751 3.958
H -3.064 1.139 0.940
H -5.501 0.877 0.972
H -6.613 -0.205 2.905
H -5.253 -1.012 4.806
H -2.821 -0.735 4.794
Cl 1.223 -6.051 -3.755
C 0.842 -4.782 -2.635
C -0.487 -4.546 -2.310
C -0.789 -3.521 -1.430
C 0.234 -2.758 -0.878
C 1.561 -3.010 -1.205
C 1.870 -4.026 -2.094
C -0.093 -1.616 -0.002
O -1.252 -1.134 0.081
O 0.867 -0.991 0.603
H -1.265 -5.155 -2.749
H -1.817 -3.296 -1.172
H 2.343 -2.395 -0.775
H 2.895 -4.232 -2.370
F -0.930 2.212 0.373
N -0.556 -0.186 -9.787
C -0.467 -0.068 -8.647
C -0.354 0.081 -7.212
C 0.417 1.112 -6.680
C 0.515 1.260 -5.309
C -0.156 0.380 -4.454
C -0.920 -0.652 -4.997
C -1.020 -0.801 -6.368
C -0.053 0.532 -3.031
C 0.018 0.644 -1.824
H 0.935 1.790 -7.345
H 1.110 2.058 -4.884
H -1.432 -1.337 -4.335
H -1.612 -1.602 -6.790
Cl 6.502 -2.067 0.088
C 5.172 -0.945 0.210
C 4.669 -0.349 -0.934
C 3.602 0.532 -0.829
C 3.021 0.833 0.401
C 1.808 1.701 0.475
C 3.559 0.225 1.532
C 4.626 -0.659 1.449
H 5.110 -0.573 -1.897
H 3.191 0.980 -1.727
H 1.801 2.458 -0.306
H 1.704 2.201 1.446
H 3.126 0.439 2.505
H 5.031 -1.128 2.337
```

Orbital gap in eV: 7.58
Lowest unoccupied orbital energy in eV: -0.67

Result of the stability comparison: version P is the most stable of them.